Entry 1:
Molecular formula: C4H13N3
Method: DFT, ωB97M-V with the def2-TZVPD basis set

Properties
Max |F| ... 3.1 eV/A
Structure (SMILES) ... C[C@@H](CN)NCN
Charge ... 0
HOMO energy ... -7.98 eV
LUMO ... 1.019 eV
ΔE to the lowest compared entry with this formula, charge and spin ... 2.213 eV

Bonds (Å) are listed after each position.
Cartesian coordinates (Å):
1 C -0.571 1.046 1.297  C2 1.569, H8 1.100, H9 1.092, H10 1.118
2 C 0.242 0.662 0.010  C1 1.569, C3 1.592, N5 1.445, H11 1.103
3 C 1.734 0.108 0.043  C2 1.592, N4 1.457, H12 1.137, H13 1.080
4 N 2.615 1.083 -0.587  C3 1.457, H14 1.014, H15 1.002
5 N -0.600 -0.079 -0.900  C2 1.445, C6 1.446, H16 1.011
6 C -1.152 -1.406 -0.741  N5 1.446, N7 1.479, H17 1.116, H18 1.116
7 N -1.950 -1.878 0.411  C6 1.479, H19 1.012, H20 1.007
8 H -0.168 0.752 2.277  C1 1.100
9 H -1.512 0.495 1.226  C1 1.092
10 H -0.905 2.110 1.219  C1 1.118
11 H 0.470 1.591 -0.540  C2 1.103
12 H 2.060 0.094 1.132  C3 1.137
13 H 1.796 -0.775 -0.577  C3 1.080
14 H 3.003 1.735 0.087  N4 1.014
15 H 2.310 1.514 -1.439  N4 1.002
16 H -0.592 0.267 -1.850  N5 1.011
17 H -1.643 -1.706 -1.698  C6 1.116
18 H -0.276 -2.097 -0.697  C6 1.116
19 H -2.819 -2.361 0.221  N7 1.012
20 H -2.042 -1.154 1.105  N7 1.007

Entry 2:
Molecular formula: C4H13N3
Method: DFT, ωB97M-V with the def2-TZVPD basis set

Properties
Max |F| ... 1.4 eV/A
Structure (SMILES) ... C[C@H](N)CNCN
Charge ... 0
HOMO energy ... -8.84 eV
LUMO ... 1.079 eV
ΔE to the lowest compared entry with this formula, charge and spin ... 0.906 eV

Bonds (Å) are listed after each position.
Cartesian coordinates (Å):
1 C 0.909 -0.454 2.087  C2 1.547, H8 1.086, H9 1.095, H10 1.084
2 C 0.190 0.722 1.385  C1 1.547, N3 1.488, C4 1.521, H11 1.089
3 N -1.173 0.974 1.926  C2 1.488, H12 1.020, H13 1.018
4 C 0.080 0.645 -0.131  C2 1.521, N5 1.477, H14 1.089, H15 1.096
5 N 0.280 -0.689 -0.732  C4 1.477, C6 1.432, H16 1.011
6 C 0.324 -0.678 -2.163  N5 1.432, N7 1.457, H17 1.110, H18 1.091
7 N -0.947 -0.461 -2.842  C6 1.457, H19 1.003, H20 1.007
8 H 1.654 -0.068 2.775  C1 1.086
9 H 1.455 -1.010 1.318  C1 1.095
10 H 0.222 -1.122 2.596  C1 1.084
11 H 0.725 1.621 1.686  C2 1.089
12 H -1.762 0.142 1.889  N3 1.020
13 H -1.107 1.123 2.930  N3 1.018
14 H 0.845 1.232 -0.639  C4 1.089
15 H -0.897 1.068 -0.389  C4 1.096
16 H -0.313 -1.418 -0.360  N5 1.011
17 H 1.038 0.122 -2.449  C6 1.110
18 H 0.762 -1.607 -2.528  C6 1.091
19 H -1.504 0.310 -2.524  N7 1.003
20 H -0.783 -0.450 -3.835  N7 1.007

Entry 3:
Molecular formula: C4H13N3
Method: DFT, ωB97M-V with the def2-TZVPD basis set

Properties
Max |F| ... 3.1 eV/A
Structure (SMILES) ... NCCNCCN
Charge ... 0
HOMO energy ... -8.62 eV
LUMO ... 0.954 eV
ΔE to the lowest compared entry with this formula, charge and spin ... 1.638 eV

Bonds (Å) are listed after each position.
Cartesian coordinates (Å):
1 N 0.227 -2.224 1.334  C2 1.465, H8 1.011, H9 1.008
2 C -1.009 -1.465 1.542  N1 1.465, C3 1.526, H10 1.089, H11 1.098
3 C -1.351 -0.426 0.478  C2 1.526, N4 1.473, H12 1.111, H13 1.112
4 N -0.448 0.737 0.514  C3 1.473, C5 1.506, H14 1.016
5 C -0.340 1.494 -0.783  N4 1.506, C6 1.535, H15 1.068, H16 1.073
6 C 1.141 1.641 -1.156  C5 1.535, N7 1.463, H17 1.083, H18 1.097
7 N 1.610 0.490 -1.928  C6 1.463, H19 1.013, H20 1.015
8 H 1.020 -1.605 1.437  N1 1.011
9 H 0.367 -2.773 0.501  N1 1.008
10 H -1.033 -1.107 2.570  C2 1.089
11 H -1.834 -2.189 1.509  C2 1.098
12 H -1.415 -0.952 -0.499  C3 1.111
13 H -2.382 -0.071 0.697  C3 1.112
14 H 0.292 0.345 1.088  N4 1.016
15 H -0.738 2.431 -0.461  C5 1.068
16 H -0.973 1.099 -1.554  C5 1.073
17 H 1.646 1.637 -0.198  C6 1.083
18 H 1.336 2.645 -1.550  C6 1.097
19 H 2.458 0.102 -1.533  N7 1.013
20 H 0.941 -0.253 -1.758  N7 1.015